P:
A 4-piece molecular cluster, C9H15N3O overall. Source: OMol25; level of theory: wB97M-V/def2-TZVPD.

The geometry in XYZ format:
```
28
Properties=species:S:1:pos:R:3:mulliken_charge:R:1
H -1.292 -0.429 1.640 0.120
C -3.436 -1.841 -1.189 -0.303
H -2.187 -0.370 3.189 0.361
C 2.078 -0.558 -1.003 0.062
C 6.265 0.418 -0.788 -0.787
C -4.116 -2.633 -0.174 0.303
O -3.994 1.348 2.246 -0.558
H 7.043 -0.341 -0.716 0.286
N 3.141 -0.965 -1.122 -0.327
H -2.043 1.535 -0.132 0.215
C -2.154 1.979 0.859 -0.992
N -4.624 -3.275 0.630 -0.387
C 6.829 1.754 -0.847 0.347
C -2.928 1.056 1.763 0.779
H -4.026 -0.986 -1.517 0.267
H 5.581 0.309 0.052 0.241
H 0.428 0.581 -1.717 0.342
H -3.264 -2.458 -2.070 0.331
N 7.270 2.812 -0.921 -0.350
H 5.678 0.173 -1.673 0.260
H -2.503 -1.453 -0.782 -0.168
C 0.720 -0.034 -0.869 -0.325
C -2.262 -0.265 2.106 -0.744
H 0.553 0.511 0.054 0.146
H -1.179 2.220 1.281 0.324
H 0.061 -0.907 -0.893 0.089
H -2.917 -1.090 1.804 0.140
H -2.722 2.909 0.791 0.327
```

Properties
structure (SMILES): CC(C)=O.CC#N.CC#N.CC#N
LUMO energy: -0.037 eV

Q:
C9H15N3O as an isolated structure. Source: OMol25; level of theory: wB97M-V/def2-TZVPD.

The geometry in XYZ format:
```
28
Properties=species:S:1:pos:R:3:mulliken_charge:R:1
H -1.120 0.539 1.786 0.304
C -0.497 -2.237 1.942 -1.081
C -1.772 1.475 -0.242 -0.414
H -2.847 2.357 -1.939 0.394
H 0.460 -1.563 1.890 0.193
N 2.311 -0.722 -1.418 -0.999
H -1.591 -2.109 -1.230 0.338
H 0.008 -2.699 -0.337 0.341
H -0.951 2.269 -2.069 0.244
H -1.852 3.397 -1.175 0.414
H -2.350 1.913 0.527 0.571
H -2.033 0.440 -0.450 0.175
C -0.809 -1.978 -0.401 -0.771
C -0.359 1.339 0.180 -0.461
O -0.263 0.819 1.575 -0.587
C -1.441 -1.871 0.862 -0.021
H -0.072 -3.105 1.542 0.551
H -0.959 -2.276 2.934 0.251
C -1.902 2.401 -1.460 -1.356
C 2.517 0.504 0.440 0.060
N 1.576 0.054 -0.582 0.871
C 0.289 0.246 -0.715 -0.427
H 2.085 0.999 1.302 0.449
H 4.452 -1.099 -1.437 0.361
H 0.223 2.190 0.339 0.709
H -0.338 -0.781 -0.890 0.501
C 3.530 -0.576 -1.092 -0.035
N 3.706 0.074 0.118 -0.574
```

Properties
LUMO energy (spin up / spin down): -1.643 / -1.499 eV

P ends up most stable, edging out the next structure by 0.2821 hartree.

P:
An isolated ion of composition C5H13N2 and charge +2. Source: OMol25; level of theory: wB97M-V/def2-TZVPD.

The geometry in XYZ format:
```
20
Properties=species:S:1:pos:R:3:mulliken_charge:R:1
C 0.928 1.237 1.246 -0.464
H 1.365 2.008 -0.789 0.355
H -0.486 -0.320 1.849 0.284
H -2.679 -1.669 -0.651 0.344
C -1.268 -0.077 -0.978 -0.853
H 0.357 1.990 1.797 0.321
H 0.831 -0.132 -1.750 0.572
C 0.564 -0.185 1.613 -0.458
N 0.858 -0.887 0.269 -0.282
H 1.756 -1.057 -0.189 0.387
H -1.465 -1.981 -1.828 0.358
H -1.594 0.503 -1.854 0.356
C 0.264 0.104 -0.848 -0.043
H -1.672 0.435 -0.102 0.531
N -1.738 -1.434 -0.996 -0.064
C 0.586 1.496 -0.225 -0.814
H 1.946 1.456 1.573 0.360
H 1.324 -0.617 2.255 0.371
H 0.370 -1.780 0.182 0.326
H -0.310 2.101 -0.329 0.413
```

Properties
⟨S²⟩: 0.754
spin multiplicity: 2
charge: +2
LUMO energy (spin up / spin down): -7.593 / -13.455 eV

Q:
A 2-piece molecular cluster, C5H13N2 overall. Source: OMol25; level of theory: wB97M-V/def2-TZVPD.

The geometry in XYZ format:
```
20
Properties=species:S:1:pos:R:3:mulliken_charge:R:1
H 0.789 -1.309 -2.539 0.427
H 1.873 -2.795 -0.700 0.361
H -1.431 0.301 -1.117 0.353
H -1.146 0.345 -2.941 0.408
C 0.919 -2.801 -0.135 -1.053
H -0.059 1.223 -1.872 0.253
H 1.162 -2.548 0.902 0.337
H -0.935 -1.538 -0.063 0.359
H -1.698 2.043 1.759 0.396
H 0.470 -3.821 -0.189 0.355
C -0.065 -1.763 -0.674 0.009
H 1.093 1.787 2.802 0.254
H -0.547 2.119 -0.331 0.207
H -0.324 1.118 3.431 0.274
C 0.149 -0.950 -1.765 0.274
N 0.096 1.744 2.782 -0.332
C -0.604 2.029 1.682 0.252
C -0.666 0.279 -1.941 -1.081
H 0.954 2.283 0.391 0.241
N -0.030 2.252 0.518 -0.295
```

Properties
⟨S²⟩: 0.753
spin multiplicity: 2
charge: +2
LUMO energy (spin up / spin down): -8.105 / -11.862 eV

Q ends up most stable, edging out the next structure by 0.0300 hartree.

P:
An isolated ion of composition H2N3O2S and charge -1. Source: OMol25; level of theory: wB97M-V/def2-TZVPD.

The geometry in XYZ format:
```
8
Properties=species:S:1:pos:R:3:mulliken_charge:R:1
H 0.840 -1.065 -0.503 0.305
N 1.244 -0.052 -0.322 -0.625
O -2.072 0.481 0.169 -0.701
S -0.912 -1.735 0.022 -0.562
N 0.064 0.650 -0.135 0.528
O 0.143 1.920 0.045 -0.755
H 1.674 -0.115 0.604 0.249
N -0.981 -0.084 0.122 0.561
```

Properties
structure (SMILES): NN([O-])[N+]([O-])=S
charge: -1
LUMO energy (spin up / spin down): 3.913 / 3.913 eV

Q:
An isolated ion of composition H2N3O2S and charge -1. Source: OMol25; level of theory: wB97M-V/def2-TZVPD.

The geometry in XYZ format:
```
8
Properties=species:S:1:pos:R:3:mulliken_charge:R:1
O -2.564 -0.147 0.057 -0.501
O -0.311 -1.303 0.039 -0.415
N -0.394 0.073 0.208 0.659
H 0.839 1.560 0.118 0.236
H 0.477 -1.325 -0.430 0.334
S 2.659 -0.122 0.062 -0.536
N -1.617 0.649 0.131 -0.156
N 0.911 0.615 -0.185 -0.622
```

Properties
structure (SMILES): O=NN(O)N[S-]
charge: -1
LUMO energy: 3.926 eV

P ends up most stable, edging out the next structure by 0.0281 hartree.

P:
A 2-piece molecular cluster, C4H7O3P overall. Source: OMol25; level of theory: wB97M-V/def2-TZVPD.

The geometry in XYZ format:
```
15
Properties=species:S:1:pos:R:3:mulliken_charge:R:1
H -3.939 2.262 0.814 -0.067
O 3.100 -0.373 1.234 -0.736
H -0.563 -1.190 -0.323 0.145
H -2.313 -0.033 0.196 0.429
C -3.943 1.141 0.527 -0.451
P 2.657 0.347 0.088 0.859
O 3.120 1.699 -0.173 -0.777
C -2.611 0.939 0.510 -1.160
O 2.477 -0.657 -1.314 -0.559
H -1.774 1.606 0.744 0.240
H 0.621 -2.390 -0.829 0.260
H 0.933 -1.753 0.770 0.224
C 1.210 -0.295 -0.696 -0.064
H 0.580 0.198 -1.299 0.544
C 0.444 -1.501 -0.250 -0.887
```

Properties
charge: -2
LUMO energy: 6.456 eV

Q:
A 2-piece molecular cluster, C4H7O3P overall. Source: OMol25; level of theory: wB97M-V/def2-TZVPD.

The geometry in XYZ format:
```
15
Properties=species:S:1:pos:R:3:mulliken_charge:R:1
H 0.773 -1.782 -0.892 0.254
C -0.041 0.194 -0.688 0.475
H -0.493 2.254 0.122 0.187
H -2.204 0.384 -0.117 0.172
H 2.001 -0.520 -0.785 0.276
H 0.405 1.226 1.314 0.299
H 1.174 -1.068 0.690 0.444
O -0.406 -1.057 -4.369 -0.666
O -2.540 0.197 -3.706 -0.676
C 1.029 -0.841 -0.396 -1.642
H -1.264 -0.584 1.088 0.250
P -1.070 0.221 -3.972 0.893
O -0.451 1.504 -4.423 -0.664
C -0.199 1.239 0.387 -0.831
C -1.212 0.138 0.250 -0.772
```

Properties
charge: -2
LUMO energy: 7.037 eV

Q ends up most stable, edging out the next structure by 0.0456 hartree.

P:
The molecule C3H9NOS2. Source: OMol25; level of theory: wB97M-V/def2-TZVPD.

The geometry in XYZ format:
```
16
Properties=species:S:1:pos:R:3:mulliken_charge:R:1
H 0.428 1.959 0.633 0.242
H 0.789 -1.143 0.888 0.351
S 2.213 -0.958 -0.942 -0.069
C -1.758 -0.051 -0.632 -0.873
H 3.747 -1.322 1.150 0.159
H -2.372 1.570 0.128 0.326
O -2.592 1.070 -0.666 -0.531
C -0.275 0.313 -0.334 0.510
H -0.085 -1.848 -0.486 0.427
H 0.119 0.804 1.623 0.228
H 0.122 0.807 -1.224 0.411
H -1.808 -0.526 -1.611 0.341
S 3.268 -0.177 0.644 -0.227
N -0.263 1.242 0.792 -0.711
H -2.023 -0.746 0.182 0.338
C 0.492 -0.994 -0.147 -0.923
```

Properties
structure (SMILES): N[C@H](CO)CSS
LUMO energy: 0.338 eV

Q:
A 2-piece molecular cluster, C3H9NOS2 overall. Source: OMol25; level of theory: wB97M-V/def2-TZVPD.

The geometry in XYZ format:
```
16
Properties=species:S:1:pos:R:3:mulliken_charge:R:1
H -1.190 -1.441 -0.940 0.215
S 1.610 0.362 0.498 -0.195
C 1.210 3.062 -0.859 -0.782
H 2.267 3.030 -1.100 0.300
N -2.330 -0.203 0.424 -0.624
O -0.301 -3.098 0.645 -0.470
H -2.753 -2.063 -0.387 0.344
C -1.878 -1.481 -0.086 -0.235
C -1.146 -2.309 0.955 -0.038
S 0.502 1.355 -0.939 -0.090
H 1.028 3.473 0.128 0.274
H 0.664 3.637 -1.605 0.300
H -2.953 0.232 -0.230 0.252
H 2.552 -0.110 -0.340 0.172
H -1.548 0.446 0.493 0.184
H -1.450 -2.219 2.011 0.393
```

Properties
structure (SMILES): NCC=O.CSS
LUMO energy: 0.420 eV

P ends up most stable, edging out the next structure by 0.0101 hartree.

P:
The molecule C4H6N2S2. Source: OMol25; level of theory: wB97M-V/def2-TZVPD.

The geometry in XYZ format:
```
14
Properties=species:S:1:pos:R:3:mulliken_charge:R:1
C -2.317 0.417 1.536 -0.322
C 1.863 0.009 0.034 -0.764
H 1.938 0.287 -2.362 0.137
C -0.446 -0.691 -1.009 -0.166
S 2.620 0.938 -1.295 -0.193
H -1.561 -0.560 -0.816 0.283
H -3.397 0.659 1.402 0.304
N -1.512 1.086 0.734 -0.594
H 2.192 0.319 1.024 0.347
N -0.222 0.792 0.825 -0.088
C 0.394 0.037 0.010 0.663
H -1.937 -0.466 2.150 0.277
S 0.154 -1.780 -2.033 -0.211
H 2.231 -1.048 -0.201 0.328
```

Properties
structure (SMILES): C=N/N=C(\C=S)CS
LUMO energy: -1.301 eV

Q:
C4H6N2S2 as an isolated structure. Source: OMol25; level of theory: wB97M-V/def2-TZVPD.

The geometry in XYZ format:
```
14
Properties=species:S:1:pos:R:3:mulliken_charge:R:1
C 1.663 0.815 -1.679 -0.066
H 0.824 0.596 -2.259 0.507
C -0.611 0.527 -0.428 -0.532
S 0.183 -1.399 1.181 -0.123
N 2.462 1.699 -2.425 -0.628
N 1.635 0.385 -0.463 -0.193
H 2.391 0.450 0.110 0.174
H -0.473 1.891 -0.572 0.284
S -2.204 0.007 0.175 -0.107
H 3.325 1.868 -1.919 0.172
H -1.891 -1.413 2.230 0.375
C -1.411 -0.569 1.754 -0.545
C 0.460 -0.128 0.091 0.411
H -1.125 0.424 2.505 0.271
```

Properties
LUMO energy: 0.116 eV

P ends up most stable, edging out the next structure by 0.0351 hartree.

P:
The molecule C17H27NO3. Source: OMol25; level of theory: wB97M-V/def2-TZVPD.

The geometry in XYZ format:
```
48
Properties=species:S:1:pos:R:3:mulliken_charge:R:1
C 5.062 0.627 0.910 -0.349
O -2.541 2.135 -0.259 -0.477
C 3.634 -1.495 -0.261 -0.633
C -2.680 0.767 -0.292 0.485
H -4.747 0.904 2.199 0.342
H -0.408 -1.804 -2.336 0.350
C -3.974 -1.136 0.417 1.370
H -0.441 -2.899 -0.949 0.305
O 0.749 1.748 -1.059 -0.409
H -5.080 -1.475 2.219 0.327
C 4.814 -0.774 -0.930 -0.414
C -1.060 -2.365 -1.671 -1.809
H -1.332 2.442 -1.919 0.365
N 2.960 -0.704 0.750 0.076
H -5.722 1.065 0.742 0.347
H -6.076 -1.323 0.777 0.335
H -0.973 0.320 -1.513 0.496
H -3.254 -3.036 -0.246 0.346
H -4.387 2.187 1.035 0.347
C 1.786 0.038 0.375 -0.460
C -3.094 -1.967 -0.261 -0.962
H 3.388 0.632 2.290 0.400
H 4.689 1.497 0.348 0.239
C 3.910 -0.075 1.644 -0.847
C -2.014 -1.451 -0.958 0.359
C -4.712 1.158 1.140 -1.815
C 1.968 1.293 -0.513 0.147
C -1.426 2.736 -0.866 -0.781
H 4.457 0.045 -1.573 0.238
H 1.119 -0.646 -0.157 -0.116
H -0.312 1.808 0.728 0.320
C -0.098 2.425 -0.154 -0.277
H 0.392 3.350 0.183 0.426
H 4.028 -2.388 0.242 0.360
H 1.288 0.328 1.306 0.406
H 2.452 2.103 0.053 0.228
H 5.390 -1.474 -1.539 0.346
H 2.912 -1.810 -1.016 0.313
C -5.137 -1.722 1.159 -1.647
H 4.342 -0.868 2.268 0.369
H -1.603 -3.106 -2.255 0.500
H 2.580 1.048 -1.384 -0.063
C -1.815 -0.079 -0.972 -0.558
H -5.152 -2.804 1.056 0.374
O 5.714 -0.262 0.029 -0.395
C -3.773 0.244 0.410 0.799
H -1.642 3.806 -0.821 0.345
H 5.822 0.959 1.620 0.352
```

Properties
structure (SMILES): Cc1cc(C)c(C)c(OCCOCCN2CCOCC2)c1
LUMO energy: 0.849 eV

Q:
The molecule C17H27NO3. Source: OMol25; level of theory: wB97M-V/def2-TZVPD.

The geometry in XYZ format:
```
48
Properties=species:S:1:pos:R:3:mulliken_charge:R:1
H -0.973 -0.939 0.374 0.583
H 2.532 -0.811 -0.898 0.152
H -1.595 -2.986 1.708 0.369
C 2.331 1.888 1.398 -0.941
H -1.872 -3.697 0.121 0.316
H 4.323 0.437 -2.015 0.321
H -4.898 1.759 -2.000 0.336
H 6.436 -0.809 -1.719 0.359
H 6.305 -0.641 0.058 0.346
C -0.044 1.602 1.195 -0.451
H -0.796 1.032 1.749 0.485
C -2.891 -1.847 0.437 0.132
H 2.054 2.945 1.508 0.413
H 3.500 -2.852 0.097 0.350
C -2.505 0.419 -0.295 0.923
H 5.440 1.395 -1.002 0.409
C -4.244 -1.675 0.207 -0.931
O 1.194 1.078 1.604 -0.320
C -6.215 -0.311 -0.508 -1.551
H 2.411 -0.709 0.883 0.387
C -3.877 0.590 -0.526 0.655
C 4.050 -1.912 0.168 -0.739
C 4.834 0.487 -1.036 -0.580
H -6.617 0.497 0.102 0.328
O -1.710 1.503 -0.589 -0.456
H 2.331 1.692 -0.772 0.279
C 3.104 -0.720 0.044 -0.262
H -5.124 2.320 -0.346 0.334
H 0.090 2.286 -0.875 0.421
C -2.024 -0.791 0.184 -0.683
H -3.584 2.602 -1.170 0.350
C 5.741 -0.735 -0.881 -0.647
H 4.566 -1.861 1.139 0.377
O 4.999 -1.930 -0.874 -0.398
C -0.334 1.450 -0.313 -0.759
C -4.743 -0.470 -0.271 1.174
N 3.884 0.507 0.063 -0.069
H -4.925 -2.490 0.403 0.282
C 3.057 1.698 0.059 -0.474
H 0.112 0.516 -0.678 0.322
C -2.346 -3.151 0.937 -1.643
H 3.029 1.620 2.197 0.415
C -4.399 1.898 -1.042 -1.762
H -3.139 -3.772 1.346 0.364
H -6.745 -1.228 -0.262 0.384
H -0.133 2.659 1.481 0.299
H 3.721 2.556 -0.078 0.475
H -6.411 -0.066 -1.551 0.325
```

Properties
structure (SMILES): Cc1cc(C)c(C)c(OCCOCCN2CCOCC2)c1
LUMO energy: 0.859 eV

Q ends up most stable, edging out the next structure by 0.0075 hartree.

P:
C3H5NO3S as an isolated structure. Source: OMol25; level of theory: wB97M-V/def2-TZVPD.

The geometry in XYZ format:
```
13
Properties=species:S:1:pos:R:3:mulliken_charge:R:1
O -0.045 2.088 0.045 -0.609
C -1.787 -0.076 -0.551 -0.836
C 0.916 -0.974 -0.189 0.266
H 2.509 0.274 -0.772 0.245
H -1.651 1.036 -0.528 0.400
H -2.513 -0.700 -0.150 0.364
H -1.464 -0.403 -1.605 0.253
H -0.490 -1.261 1.519 0.357
O 1.310 1.418 1.912 -0.570
S 0.688 1.054 0.698 0.891
O 1.152 -2.051 -0.653 -0.576
C -0.234 -0.603 0.643 -0.081
N 1.611 0.197 -0.369 -0.102
```

Properties
LUMO energy: 0.356 eV

Q:
The molecule C3H5NO3S. Source: OMol25; level of theory: wB97M-V/def2-TZVPD.

The geometry in XYZ format:
```
13
Properties=species:S:1:pos:R:3:mulliken_charge:R:1
O 0.459 1.014 -0.452 -0.455
N 1.888 -0.678 0.231 -0.335
S -0.612 -1.451 -0.206 -0.121
H 2.412 1.112 -0.095 0.363
O -1.866 0.917 -0.179 -0.373
H -0.555 1.665 1.204 0.434
C -0.705 1.603 0.124 -0.315
C 0.698 -0.276 -0.071 0.597
H -1.791 -0.235 1.525 0.329
H -2.877 -0.803 0.211 0.271
O 2.856 0.277 0.161 -0.324
H -0.770 2.603 -0.335 0.202
C -1.900 -0.336 0.436 -0.274
```

Properties
structure (SMILES): O/N=C1\OCOCS1
LUMO energy: 0.539 eV

Q ends up most stable, edging out the next structure by 0.0188 hartree.